Molecular formula: C58H134N6O12
Method: DFT, ωB97M-V/def2-TZVPD

The geometry in ORCA input format:
```
! wB97M-V def2-TZVPD RIJCOSX def2/J DEFGRID3
* xyz 0 1
O -11.429 4.744 30.628
H -10.829 5.418 30.927
H -12.051 5.176 30.040
O -14.070 3.873 29.017
H -13.557 3.084 28.695
H -14.656 4.087 28.238
O -12.946 1.652 27.072
H -11.982 1.599 27.190
H -13.230 0.748 27.012
O -11.427 1.137 30.824
H -11.118 2.003 31.134
H -12.403 1.270 30.795
C -14.500 1.803 22.815
C -13.305 0.941 22.317
C -13.787 -0.432 22.048
C -12.741 -1.336 21.438
C -12.334 -0.765 20.123
C -11.930 0.678 20.209
N -12.888 1.473 20.954
O -12.348 2.838 21.107
C -10.424 0.759 20.799
C -11.736 1.275 18.815
C -12.192 1.038 23.378
H -15.190 2.020 21.972
H -14.101 2.748 23.173
H -15.075 1.372 23.651
H -14.208 -0.965 22.919
H -14.752 -0.292 21.488
H -13.077 -2.374 21.385
H -11.960 -1.421 22.196
H -13.153 -0.982 19.435
H -11.417 -1.246 19.763
H -10.312 1.806 21.162
H -10.145 0.033 21.582
H -9.770 0.543 19.969
H -12.699 1.393 18.303
H -11.202 2.221 19.012
H -11.124 0.618 18.157
H -11.249 0.584 23.142
H -12.523 0.619 24.323
H -12.083 2.055 23.677
H -13.175 3.279 21.146
C -4.705 6.612 25.103
C -5.734 5.532 25.502
C -5.410 5.104 26.915
C -6.549 4.264 27.593
C -7.851 4.959 27.549
C -8.260 5.374 26.124
N -7.097 6.167 25.593
O -7.370 6.849 24.359
C -8.770 4.220 25.344
C -9.428 6.331 26.304
C -5.543 4.351 24.604
H -3.640 6.220 25.054
H -4.651 7.335 25.921
H -5.091 7.034 24.151
H -4.453 4.569 26.906
H -5.287 6.045 27.416
H -6.127 4.074 28.617
H -6.506 3.303 27.076
H -7.805 5.852 28.208
H -8.654 4.326 28.014
H -9.068 4.401 24.292
H -8.151 3.333 25.375
H -9.770 3.963 25.707
H -9.819 6.691 25.344
H -10.202 5.658 26.724
H -9.199 7.210 26.878
H -5.952 4.510 23.630
H -6.042 3.429 24.890
H -4.486 4.266 24.494
H -7.515 6.112 23.758
C -13.919 -3.835 26.985
C -14.098 -3.042 25.672
C -14.762 -4.008 24.635
C -16.246 -4.061 24.831
C -16.867 -2.652 24.749
C -16.382 -1.781 25.841
N -14.904 -1.784 25.738
O -14.402 -0.954 26.837
C -16.931 -0.338 25.724
C -16.974 -2.253 27.185
C -12.702 -2.591 25.201
H -13.085 -4.482 26.877
H -14.841 -4.351 27.321
H -13.594 -3.223 27.838
H -14.459 -3.576 23.674
H -14.219 -4.939 24.811
H -16.421 -4.635 25.777
H -16.606 -4.689 24.045
H -17.997 -2.704 24.768
H -16.600 -2.244 23.767
H -16.484 0.064 24.840
H -18.023 -0.375 25.561
H -16.671 0.209 26.618
H -16.724 -1.563 28.058
H -18.083 -2.297 27.249
H -16.616 -3.253 27.415
H -11.982 -3.400 25.031
H -12.216 -1.928 25.890
H -12.706 -2.156 24.169
H -14.753 -1.284 27.645
C -14.867 5.988 24.626
C -14.650 5.721 26.129
C -15.221 6.859 26.965
C -16.785 6.911 26.963
C -17.356 5.530 27.490
C -16.813 4.341 26.753
N -15.288 4.444 26.581
O -14.911 3.270 25.897
C -17.058 3.087 27.551
C -17.577 4.153 25.414
C -13.128 5.569 26.353
H -14.563 5.076 24.063
H -14.214 6.831 24.411
H -15.879 6.236 24.353
H -14.789 6.683 27.971
H -14.823 7.784 26.612
H -17.136 7.050 25.979
H -17.163 7.715 27.609
H -18.452 5.546 27.474
H -17.126 5.477 28.590
H -16.639 2.227 27.058
H -16.802 3.246 28.638
H -18.169 2.890 27.564
H -18.626 4.107 25.693
H -17.447 4.972 24.703
H -17.347 3.244 24.852
H -12.754 6.608 26.254
H -12.612 5.002 25.609
H -12.781 5.277 27.380
H -14.169 2.863 26.415
C -16.136 7.085 31.888
C -16.128 5.534 32.240
C -14.749 5.141 32.701
C -14.363 5.772 34.024
C -15.378 5.353 35.090
C -16.808 5.758 34.733
N -17.037 5.133 33.407
O -18.391 5.384 33.055
C -17.693 5.147 35.771
C -16.928 7.300 34.882
C -16.497 4.711 31.037
H -15.801 7.318 30.891
H -15.494 7.627 32.587
H -17.080 7.597 31.912
H -14.775 4.064 32.831
H -14.081 5.276 31.816
H -14.177 6.847 34.007
H -13.370 5.294 34.272
H -15.043 5.793 36.090
H -15.398 4.283 35.273
H -17.528 4.045 35.784
H -17.290 5.464 36.740
H -18.731 5.432 35.596
H -16.531 7.527 35.928
H -16.241 7.829 34.222
H -17.960 7.686 34.698
H -17.488 5.082 30.656
H -16.660 3.730 31.469
H -15.775 4.665 30.209
H -18.457 6.313 32.911
C -5.748 -2.929 22.240
C -7.013 -2.288 22.932
C -7.781 -3.320 23.811
C -8.644 -2.630 24.819
C -7.976 -1.626 25.686
C -7.252 -0.561 24.861
N -6.498 -1.206 23.839
O -5.787 -0.185 23.080
C -8.291 0.494 24.382
C -6.246 0.197 25.724
C -7.919 -1.785 21.876
H -6.182 -3.584 21.477
H -5.134 -3.475 22.939
H -5.188 -2.067 21.843
H -8.363 -3.997 23.107
H -7.006 -3.939 24.315
H -9.100 -3.421 25.455
H -9.461 -2.129 24.258
H -7.257 -2.127 26.343
H -8.748 -1.116 26.291
H -9.074 0.072 23.758
H -8.674 0.952 25.277
H -7.845 1.255 23.777
H -6.777 0.858 26.394
H -5.548 -0.379 26.271
H -5.655 0.842 25.052
H -8.941 -1.470 22.297
H -8.021 -2.506 21.065
H -7.478 -0.900 21.452
H -6.474 0.303 22.607
C -16.776 0.719 30.644
C -15.484 0.551 29.833
O -14.426 1.348 30.373
H -17.125 1.733 30.550
H -16.692 0.525 31.710
H -17.582 0.117 30.218
H -15.556 0.859 28.781
H -15.239 -0.525 29.910
H -14.686 2.267 30.229
C -8.438 1.449 29.487
C -8.866 1.160 28.028
O -10.233 1.259 27.970
H -8.768 0.624 30.103
H -8.773 2.422 29.710
H -7.361 1.485 29.602
H -8.476 0.186 27.688
H -8.419 1.945 27.391
H -10.553 1.038 28.857
*
```

Properties
- HOMO-LUMO gap: 8.911 eV
- LUMO level: 0.436 eV
- Relative energy (zero: lowest compared OMol25 entry of this formula, charge and spin): 0.00 kcal/mol
- SMILES string: CC1(C)CCCC(C)(C)N1O.CC1(C)CCCC(C)(C)N1O.CC1(C)CCCC(C)(C)N1O.CC1(C)CCCC(C)(C)N1O.CC1(C)CCCC(C)(C)N1O.CC1(C)CCCC(C)(C)N1O.CCO.CCO.O.O.O.O
- Electronic energy: -3521.3974 Eh